Record 1
Computed, not measured: a molecular structure, H26O13, with wB97M-V/def2-TZVPD.

Positions of all 39 atoms, in Å:
O -29.41 -45.38 45.15
H -29.24 -45.09 46.16
H -30.37 -45.06 45.05
O -33.93 -46.90 46.10
H -34.30 -46.10 45.69
H -34.28 -46.85 47.07
O -29.37 -48.84 47.40
H -30.05 -49.26 47.97
H -29.75 -48.13 46.90
O -32.68 -44.11 51.14
H -32.49 -43.40 51.73
H -32.28 -43.77 50.34
O -34.62 -46.59 48.30
H -35.64 -46.76 48.41
H -34.49 -47.41 48.17
O -35.74 -44.57 47.71
H -36.17 -44.31 48.49
H -35.12 -45.25 48.02
O -32.56 -46.29 52.45
H -33.20 -45.80 51.82
H -31.78 -46.26 51.80
O -28.18 -46.89 49.09
H -28.46 -47.64 48.59
H -27.20 -47.08 48.99
O -28.92 -44.81 47.54
H -28.74 -44.05 48.08
H -28.71 -45.43 48.22
O -32.54 -43.75 47.30
H -32.33 -43.31 48.13
H -33.37 -43.33 47.08
O -31.07 -46.08 50.98
H -31.38 -45.72 50.07
H -30.69 -46.88 50.76
O -31.34 -42.71 49.09
H -30.47 -43.10 49.42
H -31.38 -41.78 49.32
O -31.63 -45.85 48.88
H -30.86 -45.94 48.29
H -32.25 -45.44 48.33

Values from the calculation:
- ΔE to the lowest compared entry with this formula, charge and spin: 190.9 kcal per mole
- E_HOMO: -0.2935 hartree
- E_tot: -993.4690 Eh
- F_max: 0.222 hartree/bohr
- Charge: 0



Record 2
Computed, not measured: 2 unconnected molecules or ions with the total composition C3H4S3, with wB97M-V/def2-TZVPD.

Positions of all 10 atoms, in Å:
C 0.49 -1.72 0.48
C -0.52 -1.06 0.46
C -1.54 -0.12 0.33
S -2.34 0.67 1.49
S -1.88 0.19 -1.41
H 1.55 -2.04 0.65
H -0.67 -0.22 -1.82
S 1.12 1.79 -0.20
H 1.52 0.16 -0.20
H 2.27 2.34 0.23

Values from the calculation:
- ΔE to the lowest compared entry with this formula, charge and spin: 92.5 kcal per mole
- E_HOMO: -0.3371 hartree
- SMILES: C#CC(=S)S.S
- E_tot: -1311.1226 Eh
- F_max: 0.082 hartree/bohr
- Charge: 0



Record 3
Computed, not measured: a single C2H5N3 molecule, with wB97M-V/def2-TZVPD.

Positions of all 10 atoms, in Å:
C 0.73 -0.85 0.07
N -0.33 0.10 0.29
N 0.10 1.41 -0.02
C -1.67 -0.15 -0.14
N -2.78 -0.40 -0.18
H 1.26 -0.55 -0.77
H 1.43 -1.07 0.85
H 0.22 -1.87 -0.23
H 0.15 2.04 0.76
H 0.89 1.35 -0.62

Values from the calculation:
- ΔE to the lowest compared entry with this formula, charge and spin: 47.7 kcal per mole
- E_HOMO: -0.3459 hartree
- SMILES: CN(N)C#N
- E_tot: -243.3859 Eh
- F_max: 0.095 hartree/bohr
- Charge: 0



Record 4
Computed, not measured: a molecular structure, C19H34EuN3O5P2, with wB97M-V/def2-TZVPD.

Positions of all 64 atoms, in Å:
Eu 1.10 -0.09 -0.70
P -1.62 -1.04 -1.56
C -1.30 0.62 -2.41
C -1.40 1.81 -1.48
N -0.54 1.85 -0.43
C -0.61 2.83 0.48
C -1.54 3.84 0.36
C -2.41 3.85 -0.73
C -2.33 2.83 -1.68
C 0.31 2.80 1.68
P 1.80 1.73 1.46
H -3.00 2.74 -2.54
H -1.56 4.61 1.11
H -3.15 4.64 -0.86
H 0.66 3.81 1.89
H -0.22 2.41 2.56
H -0.10 0.57 -2.87
H -1.96 0.70 -3.31
H 2.55 0.25 -2.67
O 1.15 0.58 -3.19
H 1.40 1.15 -3.98
H 2.77 -1.63 -1.44
O 3.22 0.07 -1.97
H 4.17 0.00 -2.04
C 3.05 2.97 1.00
H 3.12 3.72 1.78
H 4.01 2.46 0.87
H 2.77 3.44 0.05
C 2.22 1.32 3.17
H 3.10 0.66 3.14
H 2.45 2.23 3.73
H 1.39 0.76 3.62
C -3.30 -0.84 -0.92
H -4.02 -0.87 -1.73
H -3.46 -1.68 -0.24
H -3.40 0.09 -0.36
C -1.88 -2.09 -3.01
H -1.67 -3.11 -2.68
H -2.91 -2.02 -3.34
H -1.20 -1.84 -3.83
C -1.32 -4.42 2.15
C -0.09 -4.47 3.02
C 1.19 -3.97 2.30
C 2.45 -4.08 3.19
C 2.31 -3.43 4.55
C 1.45 -4.88 1.09
O 1.26 -6.02 0.97
N 1.99 -4.20 -0.05
C 2.01 -2.86 -0.15
O 2.43 -2.51 -1.37
N 1.57 -2.03 0.73
C 1.03 -2.50 1.93
O 0.43 -1.69 2.65
H -1.54 -3.39 1.84
H -2.18 -4.79 2.73
H -1.21 -5.06 1.27
H -0.22 -3.84 3.91
H 0.10 -5.49 3.38
H 2.70 -5.14 3.32
H 3.29 -3.63 2.65
H 1.80 -4.08 5.26
H 3.29 -3.21 4.96
H 1.74 -2.50 4.48
H 2.27 -4.73 -0.87

Values from the calculation:
- 2S+1: 7
- ΔE to the lowest compared entry with this formula, charge and spin: 0.0 kcal per mole
- E_HOMO (alpha / beta): -0.5234 / -0.5237 hartree
- E_tot: -2677.4433 Eh
- F_max: 0.067 hartree/bohr
- Charge: +2



Record 5
Computed, not measured: a molecular structure, C6H13N3, with wB97M-V/def2-TZVPD.

Positions of all 22 atoms, in Å:
C 1.35 0.40 1.62
C 0.31 -0.56 -0.58
C -1.00 -0.05 -0.01
C 0.60 1.56 1.02
C -2.18 1.67 1.31
C 0.94 -1.91 -2.58
N -1.00 1.00 0.71
N 0.93 -0.73 1.29
N 0.19 -1.57 -1.43
H 1.90 0.38 2.63
H 1.12 0.14 -0.81
H -1.81 -0.77 -0.12
H 1.19 1.87 0.17
H 0.34 2.50 1.67
H -2.04 2.17 2.26
H -2.44 2.43 0.54
H -3.03 0.91 1.25
H 1.72 -2.65 -2.33
H 0.34 -2.16 -3.37
H 1.49 -0.99 -3.01
H 1.68 -1.41 1.21
H -0.60 -2.23 -1.44

Values from the calculation:
- 2S+1: 3
- ΔE to the lowest compared entry with this formula, charge and spin: 43.7 kcal per mole
- E_HOMO (alpha / beta): -0.5605 / -0.7330 hartree
- E_tot: -399.7805 Eh
- F_max: 0.145 hartree/bohr
- Charge: +2